C2H4O4 | the ωB97M-V functional and the def2-TZVPD basis

Geometry as XYZ:
```
10
Properties=species:S:1:pos:R:3:nbo_charge:R:1
O -2.099 1.423 -1.060 -0.61
C -1.086 2.066 -1.491 0.63
O -0.413 2.872 -0.714 -0.67
H -0.518 1.881 -2.424 0.14
H -0.808 3.013 0.189 0.51
O 0.760 -1.858 2.365 -0.57
C 1.356 -2.172 1.364 0.64
O 0.697 -2.629 0.264 -0.68
H 2.365 -1.971 0.951 0.13
H -0.255 -2.624 0.555 0.49
```

Kohn-Sham gap: 11.42 eV
LUMO level: 0.0218 hartree
SMILES: O=CO.O=CO
energy relative to the best compared isomer or geometry (same formula, charge and spin): 25.0 kcal/mol
E_HOMO: -0.39778 Eh